1.
ORCA calculation (wB97M-V/def2-TZVPD) on a molecular structure, C22H28N6O4PPt at a distorted geometry.

ΔE to the lowest compared entry with this formula, charge and spin (kcal/mol): 0.0
E_HOMO (alpha / beta) (eV): -3.16 / -3.48
LUMO energy (alpha / beta) (eV): 2.9 / 2.8
Calculated total energy (eV): -52934.5113

Geometry as ORCA input:
```
! wB97M-V def2-TZVPD RIJCOSX def2/J DEFGRID3
* xyz -1 3
Pt -0.03 0.02 1.30
C 2.89 -1.87 4.30
C 1.74 -1.69 3.35
O 1.46 -0.50 2.89
C 1.02 -2.87 3.06
C -0.14 -3.01 2.31
C -0.87 -4.31 2.28
N -0.75 -1.91 1.58
N -1.84 -2.33 1.00
C -2.55 -1.28 0.46
O -2.24 -0.06 0.64
C -3.72 -1.66 -0.34
C -4.38 -0.65 -1.05
C -5.46 -0.98 -1.87
C -5.88 -2.30 -2.00
C -5.22 -3.31 -1.28
C -4.14 -2.99 -0.45
H 3.36 -0.90 4.49
H 3.61 -2.58 3.89
H 2.55 -2.33 5.23
H 1.41 -3.77 3.53
H -0.32 -5.03 2.87
H -0.98 -4.69 1.26
H -1.88 -4.20 2.68
H -4.05 0.38 -0.95
H -5.96 -0.20 -2.45
H -6.72 -2.58 -2.65
H -5.55 -4.35 -1.34
H -3.61 -3.78 0.08
O 4.51 1.06 -0.31
C 3.80 1.44 0.63
C 4.37 1.99 1.96
C 3.15 2.54 2.68
C 2.02 2.04 1.82
O 0.77 2.13 2.14
N 2.42 1.46 0.67
H 5.17 2.71 1.75
H 4.87 1.18 2.49
H 3.15 3.63 2.71
H 3.07 2.20 3.72
C 1.76 2.93 -2.93
N 1.67 1.49 -3.24
C 0.40 1.21 -3.92
N -0.78 1.65 -3.16
C -0.64 3.11 -2.91
N 0.59 3.46 -2.21
C 0.57 2.98 -0.83
P 0.57 1.11 -0.73
C 1.85 0.67 -2.04
C -0.89 0.91 -1.90
H 1.86 3.47 -3.88
H 2.65 3.12 -2.32
H 0.29 0.14 -4.11
H 0.39 1.74 -4.88
H -1.50 3.46 -2.32
H -0.66 3.63 -3.88
H -0.31 3.37 -0.30
H 1.46 3.38 -0.34
H 1.71 -0.40 -2.23
H 2.82 0.81 -1.55
H -1.79 1.23 -1.35
H -1.04 -0.17 -2.09
*
```

Here are the natural (NBO) charges for atoms 1 to 8, given in e: Pt 0.992; C -0.683; C 0.490; O -0.717; C -0.469; C 0.282; C -0.661; N -0.416


2.
ORCA calculation (wB97M-V/def2-TZVPD) on a molecular structure, Cl2Na6O8 at a distorted geometry.

ΔE to the lowest compared entry with this formula, charge and spin (kcal/mol): 98.6
E_HOMO (eV): -18.60
LUMO energy (eV): -15.1
Calculated total energy (eV): -67869.4297

Geometry as ORCA input:
```
! wB97M-V def2-TZVPD RIJCOSX def2/J DEFGRID3
* xyz 4 1
Na -0.31 2.24 0.14
Na -3.02 0.45 2.71
Na -3.93 -3.39 -1.74
Na 0.64 -0.22 3.00
Na -4.23 0.79 -1.58
Na 1.32 -3.41 -0.21
Cl 2.92 1.90 -0.16
O 2.42 0.99 -1.10
O 4.26 2.19 -0.34
O 2.03 2.93 -0.29
O 2.76 1.41 1.16
Cl -0.95 -1.23 -0.30
O -2.17 -0.57 0.03
O -0.32 -0.16 -0.97
O -0.17 -1.55 0.80
O -1.24 -2.37 -1.15
*
```

Here are the natural (NBO) charges for atoms 1 to 8, given in e: Na 0.961; Na 0.998; Na 0.999; Na 0.976; Na 0.999; Na 0.997; Cl 2.666; O -0.923


3.
ORCA calculation (wB97M-V/def2-TZVPD) on 7 unconnected molecules or ions with the total composition H14O6S at a distorted geometry.

ΔE to the lowest compared entry with this formula, charge and spin (kcal/mol): 32.6
E_HOMO (eV): -9.59
LUMO energy (eV): 0.3
Calculated total energy (eV): -23347.0156
Structure (SMILES): O.O.O.O.O.O.S

Geometry as ORCA input:
```
! wB97M-V def2-TZVPD RIJCOSX def2/J DEFGRID3
* xyz 0 1
O 1.81 0.42 -1.72
H 2.74 0.57 -1.95
H 1.71 1.05 -1.00
O -1.17 0.66 6.05
H -1.96 0.18 6.39
H -1.23 1.58 6.36
O -0.23 1.79 -3.95
H 0.14 1.13 -3.37
H 0.46 1.78 -4.64
O -0.05 -2.11 -2.43
H 0.10 -3.03 -2.73
H 0.61 -1.90 -1.78
O -1.29 1.32 -0.93
H -1.52 0.84 -1.73
H -1.60 2.20 -1.19
O -1.40 -1.47 0.28
H -0.55 -1.18 -0.03
H -1.65 -1.94 -0.53
S 1.27 -0.24 1.59
H 1.50 -1.39 0.94
H 0.08 -0.77 1.86
*
```

Here are the natural (NBO) charges for atoms 1 to 8, given in e: O -0.957; H 0.468; H 0.489; O -0.945; H 0.473; H 0.471; O -0.948; H 0.482


4.
ORCA calculation (wB97M-V/def2-TZVPD) on a molecular structure, C5H8O2.

ΔE to the lowest compared entry with this formula, charge and spin (kcal/mol): 111.2
E_HOMO (eV): -8.78
LUMO energy (eV): 0.8
Calculated total energy (eV): -9405.0082

Geometry as ORCA input:
```
! wB97M-V def2-TZVPD RIJCOSX def2/J DEFGRID3
* xyz 0 1
C 0.55 0.42 -1.87
C -0.33 0.96 -0.95
O -1.06 1.94 -0.86
C -0.18 0.21 0.58
O -0.58 1.12 1.52
C 0.73 -0.92 1.06
C -0.67 -1.21 0.64
H 0.79 0.66 -0.26
H 0.96 -0.58 -1.71
H 0.66 0.87 -2.85
H -1.13 1.76 1.01
H 0.95 -0.86 2.12
H 1.55 -1.25 0.43
H -0.84 -1.75 -0.29
H -1.40 -1.39 1.43
*
```

Here are the natural (NBO) charges for atoms 1 to 8, given in e: C -0.618; C 0.388; O -0.645; C 0.052; O -0.695; C -0.396; C -0.409; H 0.424


5.
ORCA calculation (wB97M-V/def2-TZVPD) on a molecular structure, C5H14N2OP at a distorted geometry.

ΔE to the lowest compared entry with this formula, charge and spin (kcal/mol): 0.0
E_HOMO (eV): -13.93
LUMO energy (eV): -2.6
Calculated total energy (eV): -19722.3437

Geometry as ORCA input:
```
! wB97M-V def2-TZVPD RIJCOSX def2/J DEFGRID3
* xyz 1 1
C 0.15 -2.09 0.52
C 1.88 1.07 -0.49
C -0.25 1.07 1.56
C -0.89 2.13 -0.93
C -0.87 -0.48 -1.08
N 0.37 -3.36 0.98
N -0.96 -1.80 -0.22
O 1.01 -1.15 0.56
P 0.13 0.78 -0.20
H 2.02 2.20 -0.67
H 2.18 0.84 -1.57
H 2.56 0.86 0.36
H 0.19 2.07 1.59
H 0.24 0.38 2.33
H -1.41 1.18 1.68
H -0.91 2.19 -2.03
H -0.53 3.06 -0.54
H -1.88 1.93 -0.61
H -1.88 -0.07 -1.05
H -0.36 -0.96 -1.94
H -0.27 -4.11 0.75
H 1.16 -3.31 1.62
H -1.67 -2.42 -0.60
*
```

Here are the natural (NBO) charges for atoms 1 to 8, given in e: C 0.790; C -0.996; C -0.952; C -0.966; C -0.550; N -0.807; N -0.631; O -0.718


6.
ORCA calculation (wB97M-V/def2-TZVPD) on 2 unconnected molecules or ions with the total composition C2H8N6 at a distorted geometry.

ΔE to the lowest compared entry with this formula, charge and spin (kcal/mol): 123.8
E_HOMO (eV): -8.94
LUMO energy (eV): 0.1
Calculated total energy (eV): -11138.6909

Geometry as ORCA input:
```
! wB97M-V def2-TZVPD RIJCOSX def2/J DEFGRID3
* xyz 0 1
C -1.43 -0.12 0.05
C 2.08 -0.05 -0.09
H -1.78 1.94 0.46
H -3.15 0.69 1.18
H -3.09 -0.79 -1.09
H -1.39 -2.16 -0.81
H 0.93 -1.40 0.90
H 2.48 1.63 -0.90
H 0.97 1.64 0.02
H 3.27 -1.40 0.43
N -2.34 1.00 0.08
N -2.02 -1.15 -0.61
N -0.35 0.11 0.78
N 0.80 -0.75 0.13
N 1.73 1.25 -0.68
N 3.27 -0.46 0.15
*
```

Here are the natural (NBO) charges for atoms 1 to 8, given in e: C 0.547; C 0.581; H 0.409; H 0.355; H 0.465; H 0.460; H 0.352; H 0.355


7.
ORCA calculation (wB97M-V/def2-TZVPD) on a molecular structure, C23H38BBr2N4O3Pd.

ΔE to the lowest compared entry with this formula, charge and spin (kcal/mol): 8.0
E_HOMO (eV): -11.27
LUMO energy (eV): -3.4
Calculated total energy (eV): -180808.6969

Geometry as ORCA input:
```
! wB97M-V def2-TZVPD RIJCOSX def2/J DEFGRID3
* xyz 1 1
Pd 0.39 0.23 0.52
Br 2.88 0.10 -1.00
C 3.75 0.00 0.70
Br 2.59 0.70 2.09
H 4.66 0.59 0.68
H 3.91 -1.05 0.93
C -3.47 -3.70 5.83
C -3.25 -2.88 4.59
C -2.35 -1.83 4.57
C -2.12 -1.07 3.44
C -1.13 0.06 3.56
C -2.85 -1.37 2.27
C -2.70 -0.65 1.01
O -1.75 0.01 0.61
C -3.80 -2.42 2.28
C -4.60 -2.80 1.05
C -3.97 -3.16 3.43
H -2.94 -3.29 6.68
H -3.10 -4.72 5.67
H -4.53 -3.77 6.07
H -1.80 -1.59 5.48
H -1.24 0.55 4.52
H -1.23 0.81 2.78
H -0.11 -0.34 3.51
H -3.57 -0.70 0.34
H -3.94 -3.09 0.22
H -5.24 -1.99 0.70
H -5.24 -3.65 1.28
H -4.68 -3.98 3.43
C 1.24 3.31 -0.18
N 0.03 2.45 -0.01
C -0.72 2.49 -1.30
N -1.09 3.84 -1.68
C 0.13 4.64 -1.80
N 0.89 4.67 -0.54
C 0.03 5.24 0.50
N -1.20 4.45 0.67
C -0.83 3.09 1.03
C -1.91 4.41 -0.61
H 1.87 2.88 -0.95
H 1.79 3.32 0.77
H -1.62 1.88 -1.18
H -0.09 2.05 -2.07
H -0.13 5.66 -2.08
H 0.76 4.21 -2.59
H -0.24 6.26 0.22
H 0.57 5.26 1.44
H -1.73 2.49 1.14
H -0.28 3.10 1.97
H -2.19 5.43 -0.89
H -2.82 3.82 -0.50
C 2.44 -4.13 2.44
C 1.65 -3.71 1.22
C 2.23 -4.36 -0.03
O 1.83 -2.27 1.06
B 0.60 -1.70 0.90
O -0.44 -2.56 1.01
C 0.08 -3.88 1.37
C -0.55 -4.88 0.42
C -0.38 -4.15 2.79
H 3.50 -3.92 2.27
H 2.34 -5.20 2.62
H 2.12 -3.60 3.33
H 3.29 -4.12 -0.09
H 1.75 -4.00 -0.93
H 2.13 -5.45 0.01
H -0.34 -4.64 -0.62
H -1.63 -4.86 0.56
H -0.20 -5.89 0.62
H -0.04 -3.38 3.48
H -0.03 -5.12 3.14
H -1.47 -4.15 2.81
*
```

Here are the Löwdin charges for atoms 1 to 8, given in e: Pd 0.623; Br 0.758; C -0.922; Br 0.773; H 0.017; H 0.003; C -0.028; C -0.249


8.
ORCA calculation (wB97M-V/def2-TZVPD) on a molecular structure, C22H24Br6F2O6 at a distorted geometry.

E_HOMO (eV): -9.31
LUMO energy (eV): -0.1
Calculated total energy (eV): -461177.9661

Geometry as ORCA input:
```
! wB97M-V def2-TZVPD RIJCOSX def2/J DEFGRID3
* xyz 0 1
C -5.98 -2.19 -0.99
C -4.61 -1.99 -1.61
C -4.43 -0.94 -2.71
O -3.26 -0.21 -2.31
C -2.85 -0.62 -1.10
O -1.87 -0.23 -0.55
O -3.73 -1.49 -0.56
H -6.67 -2.56 -1.74
H -6.32 -1.27 -0.52
H -5.85 -2.94 -0.21
H -4.19 -2.95 -1.93
H -5.28 -0.28 -2.85
H -4.18 -1.42 -3.66
C -1.54 1.28 3.02
C -2.02 2.56 2.34
C -3.43 2.54 1.77
O -4.16 3.43 2.65
C -3.32 4.02 3.52
O -3.66 4.74 4.39
O -2.03 3.67 3.25
H -1.95 1.22 4.03
H -0.45 1.21 3.05
H -1.90 0.42 2.45
H -1.26 2.81 1.59
H -3.95 1.58 1.83
H -3.44 2.94 0.76
F -3.17 2.93 -1.58
C -2.01 3.29 -2.18
C -0.83 2.77 -1.70
C 0.38 3.20 -2.26
C 0.39 4.23 -3.18
C -0.81 4.77 -3.63
C -2.02 4.27 -3.15
H -0.86 1.94 -1.00
H 1.27 2.66 -1.96
H 1.32 4.59 -3.61
H -0.78 5.54 -4.39
H -2.96 4.64 -3.54
F 7.54 -5.63 4.06
C 6.72 -4.67 3.61
C 5.73 -4.18 4.44
C 4.88 -3.18 4.01
C 4.98 -2.76 2.69
C 5.96 -3.23 1.84
C 6.87 -4.17 2.33
H 5.65 -4.60 5.44
H 4.16 -2.76 4.70
H 4.30 -1.97 2.36
H 6.15 -2.86 0.84
H 7.69 -4.51 1.71
C 1.29 -0.75 -0.38
Br 1.83 -0.20 -2.16
Br 1.34 0.73 0.84
Br 2.27 -2.27 0.25
H 0.26 -1.03 -0.52
C 4.83 -2.01 -3.48
Br 4.70 -3.52 -4.67
Br 5.14 -0.38 -4.46
Br 6.24 -2.28 -2.19
H 3.89 -1.95 -2.96
*
```

Here are the natural (NBO) charges for atoms 1 to 8, given in e: C -0.624; C 0.071; C -0.097; O -0.478; C 0.991; O -0.625; O -0.494; H 0.223


9.
ORCA calculation (wB97M-V/def2-TZVPD) on 2 unconnected molecules or ions with the total composition C4H11NO3 at a distorted geometry.

ΔE to the lowest compared entry with this formula, charge and spin (kcal/mol): 98.1
E_HOMO (eV): -8.50
LUMO energy (eV): 0.1
Calculated total energy (eV): -11955.8537

Geometry as ORCA input:
```
! wB97M-V def2-TZVPD RIJCOSX def2/J DEFGRID3
* xyz 0 1
C -0.05 -0.16 0.48
C -0.13 0.54 -1.24
C 1.12 -0.82 -0.05
C -0.82 1.86 -0.97
N -1.26 -0.97 0.53
O 0.18 0.67 1.46
O -0.86 -0.34 -2.03
O 1.68 -1.33 2.00
H 1.17 -0.44 2.11
H -1.54 -0.71 -1.43
H 2.60 -1.15 2.20
H 0.81 0.74 -1.76
H -1.06 -1.91 0.85
H -1.89 -0.53 1.19
H 1.06 -1.78 -0.54
H 2.02 -0.23 -0.10
H -0.22 2.50 -0.32
H -1.01 2.35 -1.92
H -1.78 1.70 -0.47
*
```

Here are the natural (NBO) charges for atoms 1 to 8, given in e: C 0.403; C 0.119; C -0.070; C -0.639; N -0.904; O -0.819; O -0.728; O -0.934


10.
ORCA calculation (wB97M-V/def2-TZVPD) on a molecular structure, C13H28NO4Rb at a distorted geometry.

E_HOMO (alpha / beta) (eV): -9.98 / -9.98
LUMO energy (alpha / beta) (eV): -2.5 / -5.3
Calculated total energy (eV): -24262.2353

Geometry as ORCA input:
```
! wB97M-V def2-TZVPD RIJCOSX def2/J DEFGRID3
* xyz 1 2
Rb 0.75 -1.71 3.98
C 4.28 -1.18 2.50
C 3.39 -1.97 1.57
C 3.33 -3.39 2.22
O 2.20 -1.36 1.37
H 5.19 -1.70 2.82
H 3.82 -0.74 3.39
H 4.70 -0.38 1.90
H 3.97 -2.08 0.65
H 2.93 -3.49 3.22
H 4.31 -3.87 2.14
H 2.72 -4.08 1.64
C -0.53 1.44 2.01
C -0.07 0.94 0.63
C -0.50 1.89 -0.50
N -0.55 1.36 -1.94
C -1.68 0.30 -2.10
C -3.03 0.90 -2.11
C -3.10 2.16 -3.05
C -1.88 3.11 -2.94
C -0.50 2.53 -3.03
C 0.83 0.70 -2.19
H -0.14 0.81 2.81
H -1.62 1.42 2.13
H -0.15 2.43 2.28
H -0.36 -0.09 0.43
H 0.99 0.78 0.80
H 0.18 2.74 -0.57
H -1.54 2.19 -0.41
H -1.49 -0.46 -1.34
H -1.59 -0.12 -3.10
H -3.32 1.26 -1.12
H -3.85 0.19 -2.22
H -4.03 2.69 -2.88
H -3.24 1.77 -4.05
H -1.97 3.81 -2.11
H -1.93 3.81 -3.78
H 0.28 3.26 -2.81
H -0.44 2.16 -4.05
H 1.58 1.42 -1.86
H 1.07 0.35 -3.19
H 0.89 -0.15 -1.52
O -2.92 -4.30 2.60
C -1.81 -3.61 2.97
O -0.78 -4.22 3.15
O -1.93 -2.40 3.19
H -2.43 -5.11 2.48
*
```

Here are the natural (NBO) charges for atoms 1 to 8, given in e: Rb 0.973; C -0.638; C 0.001; C -0.646; O -0.298; H 0.237; H 0.203; H 0.218


11.
ORCA calculation (wB97M-V/def2-TZVPD) on a molecular structure, C20H27BrN9O3P at a distorted geometry.

E_HOMO (eV): -8.00
LUMO energy (eV): -0.8
Calculated total energy (eV): -120052.8355

Geometry as ORCA input:
```
! wB97M-V def2-TZVPD RIJCOSX def2/J DEFGRID3
* xyz 0 1
N -0.87 -2.08 1.20
P -1.89 -1.87 -0.03
C -1.50 -0.13 -0.68
C -0.59 0.16 -1.70
Br 0.51 -1.02 -2.77
C -0.68 1.74 -1.74
O 0.16 2.34 -2.38
O -1.71 2.27 -0.97
C -2.12 1.19 -0.11
O -2.80 1.28 0.90
H -0.30 -1.24 1.31
H -1.56 -2.86 -0.97
H -3.22 -1.95 0.48
C 0.34 4.18 2.32
C -0.75 3.25 1.90
N -1.59 2.53 1.55
H 0.36 4.25 3.41
H 1.30 3.82 1.96
H 0.15 5.18 1.91
C 2.98 -2.48 2.57
C 2.61 -1.22 3.28
N 2.34 -0.25 3.84
H 2.10 -3.12 2.47
H 3.36 -2.25 1.58
H 3.74 -3.02 3.13
C -2.78 1.66 5.65
C -1.50 2.34 5.33
N -0.50 2.86 5.08
H -2.89 1.57 6.73
H -3.62 2.24 5.25
H -2.80 0.67 5.20
C 4.23 0.89 -3.43
C 4.13 -0.20 -2.42
N 4.05 -1.04 -1.64
H 4.59 1.80 -2.96
H 4.93 0.60 -4.22
H 3.25 1.08 -3.87
C 4.00 4.68 3.64
C 4.99 4.94 2.56
N 5.76 5.14 1.72
H 4.51 4.50 4.58
H 3.34 5.54 3.75
H 3.39 3.81 3.39
C -5.48 -4.10 -1.24
C -4.04 -3.91 -0.94
N -2.92 -3.76 -0.70
H -5.79 -3.41 -2.03
H -5.66 -5.12 -1.57
H -6.08 -3.90 -0.35
C 1.73 3.39 -6.19
C 2.95 2.57 -6.42
N 3.89 1.93 -6.61
H 0.91 3.02 -6.79
H 1.45 3.34 -5.13
H 1.93 4.43 -6.45
C -2.90 -7.61 -2.00
C -4.34 -7.91 -2.20
N -5.46 -8.13 -2.36
H -2.64 -6.67 -2.48
H -2.69 -7.54 -0.93
H -2.29 -8.41 -2.43
*
```

Here are the natural (NBO) charges for atoms 1 to 8, given in e: N -1.329; P 1.295; C -0.408; C -0.175; Br 0.158; C 0.755; O -0.544; O -0.486


12.
ORCA calculation (wB97M-V/def2-TZVPD) on 2 unconnected molecules or ions with the total composition C6H9N2O at a distorted geometry.

ΔE to the lowest compared entry with this formula, charge and spin (kcal/mol): 46.1
E_HOMO (alpha / beta) (eV): -10.99 / -13.24
LUMO energy (alpha / beta) (eV): -3.0 / -6.8
Calculated total energy (eV): -11382.2991

Geometry as ORCA input:
```
! wB97M-V def2-TZVPD RIJCOSX def2/J DEFGRID3
* xyz 1 3
C -0.85 1.89 1.47
C -0.23 2.89 2.15
C 1.33 1.93 0.95
C 0.15 1.25 0.76
C -0.25 -0.68 -0.62
C 0.11 -2.95 -1.15
N 0.27 -1.84 -0.34
N -0.97 -0.33 -1.65
O 1.07 2.94 1.79
H -1.88 1.51 1.72
H -0.46 3.72 2.71
H 2.31 1.67 0.53
H 0.71 -2.95 -2.08
H 0.30 -3.94 -0.67
H -0.88 -3.01 -1.48
H 1.17 -1.71 0.10
H -1.00 0.66 -1.85
H -0.91 -1.04 -2.34
*
```

Here are the natural (NBO) charges for atoms 1 to 8, given in e: C -0.387; C 0.313; C 0.268; C -0.093; C 0.525; C -0.455; N -0.596; N -0.787